(1)
# C3H3CoO3

A structure of composition C3H3CoO3 (ωB97M-V with the def2-TZVPD basis set, the OMol25 dataset).

The geometry in ORCA input format:
```
! wB97M-V def2-TZVPD RIJCOSX def2/J DEFGRID3
* xyz 1 6
C -0.173 1.785 0.641
C -0.219 0.456 0.774
O -0.477 -0.422 -0.216
Co -1.750 -1.781 -0.678
H -0.498 2.284 -0.273
H 0.186 2.385 1.477
H -0.076 -0.026 1.748
O 0.122 -2.197 -1.544
C 0.874 -1.361 -1.070
O 2.012 -1.123 -0.858
*
```

Its LUMO energy (alpha / beta) is -0.18484 / -0.33952 Eh. The expectation value of S² is 8.7599. For the frontier orbital gap (alpha / beta), the calculation gives 6.74 / 7.41 eV.

***

(2)
# C3H3CsO2

A structure of composition C3H3CsO2 (ωB97M-V with the def2-TZVPD basis set, the OMol25 dataset).

The geometry in ORCA input format:
```
! wB97M-V def2-TZVPD RIJCOSX def2/J DEFGRID3
* xyz 1 2
C 1.245 0.754 1.241
C 0.182 -0.161 1.350
H 1.484 1.730 1.662
H -0.780 0.186 1.753
H 0.389 -1.227 1.511
O 0.980 0.882 -0.758
C 0.018 0.083 -0.817
Cs -2.842 -1.860 -4.289
O -0.676 -0.387 -1.653
*
```

Its LUMO energy (alpha / beta) is -0.14181 / -0.14001 Eh. The expectation value of S² is 0.7754. For the frontier orbital gap (alpha / beta), the calculation gives 7.94 / 7.95 eV.

***

(3)
# C3H3CuO3

A structure of composition C3H3CuO3 (ωB97M-V with the def2-TZVPD basis set, the OMol25 dataset).

The geometry in ORCA input format:
```
! wB97M-V def2-TZVPD RIJCOSX def2/J DEFGRID3
* xyz 0 3
O 0.010 -0.341 0.420
C -0.661 0.132 1.575
O -0.690 -0.823 2.403
C 0.314 0.135 -1.853
H 0.013 -0.873 -2.140
H 0.668 0.816 -2.625
C 0.404 0.505 -0.581
O -1.118 1.251 1.609
Cu 0.217 -2.242 1.425
H 0.844 1.439 -0.232
*
```

Its LUMO energy (alpha / beta) is 0.01350 / -0.11562 Eh. The expectation value of S² is 2.0026. For the frontier orbital gap (alpha / beta), the calculation gives 8.42 / 7.15 eV.

***

(4)
# C3H3F

An isolated molecule of C3H3F (ωB97M-V with the def2-TZVPD basis set, the OMol25 dataset).

The geometry in ORCA input format:
```
! wB97M-V def2-TZVPD RIJCOSX def2/J DEFGRID3
* xyz 0 1
C 0.461 -1.458 -0.958
C 0.023 -0.469 -0.386
C -0.431 0.725 0.502
F 0.260 1.672 -0.103
H 0.981 -2.334 -1.110
H 0.214 0.984 1.405
H -1.507 0.880 0.649
*
```

Its LUMO energy is 0.03537 Eh. As for the SMILES: C#CCF. For the frontier orbital gap, the calculation gives 11.35 eV.

***

(5)
# C3H3F

A cluster of 2 separate species, C3H3F in total (ωB97M-V with the def2-TZVPD basis set, the OMol25 dataset).

The geometry in ORCA input format:
```
! wB97M-V def2-TZVPD RIJCOSX def2/J DEFGRID3
* xyz 0 1
C 1.126 -0.601 -0.079
C 2.217 -0.095 0.045
C -1.569 0.085 -0.011
F 3.497 -0.027 0.025
H -1.747 0.371 -1.029
H -1.244 0.786 0.663
H -2.280 -0.518 0.386
*
```

Its LUMO energy (alpha / beta) is -0.03733 / -0.08468 Eh. For the frontier orbital gap (alpha / beta), the calculation gives 9.17 / 7.43 eV.

***

(6)
# C3H3F2I

A cluster of 2 separate species, C3H3F2I in total (ωB97M-V with the def2-TZVPD basis set, the OMol25 dataset).

The geometry in ORCA input format:
```
! wB97M-V def2-TZVPD RIJCOSX def2/J DEFGRID3
* xyz 0 1
C -0.057 0.091 0.219
C -0.784 -0.977 0.408
C -1.041 2.603 0.223
F -0.125 2.664 1.197
F -2.224 2.348 0.788
I -2.534 -1.528 -0.654
H 0.834 0.384 0.717
H -0.368 1.008 -0.300
H -0.524 -1.699 1.115
*
```

Its LUMO energy is -0.01409 Eh. For the frontier orbital gap, the calculation gives 9.04 eV.

***

(7)
# C3H3F2N

A cluster of 2 separate species, C3H3F2N in total (ωB97M-V with the def2-TZVPD basis set, the OMol25 dataset).

The geometry in ORCA input format:
```
! wB97M-V def2-TZVPD RIJCOSX def2/J DEFGRID3
* xyz 0 1
C -0.562 -1.150 -0.156
C -1.554 -0.264 -0.054
F -1.713 0.955 -0.529
F -2.651 -0.527 0.739
H 0.001 -1.066 -1.002
H -0.690 -2.105 0.328
C 2.364 1.385 0.349
N 1.689 0.633 -0.180
H 3.116 2.139 0.506
*
```

Its LUMO energy is 0.03596 Eh. As for the SMILES: C=C(F)F.C#N. For the frontier orbital gap, the calculation gives 10.59 eV.

***

(8)
# C3H3F2N2O2

A cluster of 2 separate species, C3H3F2N2O2 in total (ωB97M-V with the def2-TZVPD basis set, the OMol25 dataset).

The geometry in ORCA input format:
```
! wB97M-V def2-TZVPD RIJCOSX def2/J DEFGRID3
* xyz -1 1
C -0.429 -0.345 -0.162
H -0.278 -0.105 2.014
C -1.095 -0.470 1.199
H -1.119 0.093 -0.886
H -0.080 -1.312 -0.530
C -1.492 -1.836 1.554
N -1.622 -2.925 1.923
N -2.240 0.486 1.379
O -3.297 0.042 1.765
O -2.001 1.668 1.248
F 0.709 0.482 -0.070
F 1.718 0.558 2.973
*
```

Its LUMO energy is 0.10643 Eh. For the frontier orbital gap, the calculation gives 6.93 eV.

***

Record order is preserved below.
ΔE to the lowest compared entry with this formula, charge and spin: 129.18 234.87 0.00 116.76 533.96 300.41 175.56 80.47 kJ/mol
Record order is preserved below.
M: 145.99 203.96 150.60 58.06 58.06 203.96 91.06 137.06 g/mol